The following is a DFT calculation (the ωB97M-V functional and the def2-TZVPD basis) of a structure of composition C25H45ClIPTb at a distorted geometry.

**LUMO level (alpha / beta)**: 2.165 / 2.176 eV
**E_HOMO (alpha / beta)**: -2.439 / -0.405 eV
**Energy relative to the best compared isomer or geometry (same formula, charge and spin)**: 65.6 kJ/mol
**Orbital gap (alpha / beta)**: 4.60 / 2.58 eV
**Energy**: -2903.1944 Eh

Geometry as ORCA input:
```
! RIJCOSX wB97M-V def2-TZVPD def2/J DEFGRID3
* xyz -1 7
Tb 2.716 2.034 3.088
Cl 2.128 0.654 5.056
P -0.374 0.285 -0.177
C -1.169 -0.550 1.259
H -0.656 -0.076 2.118
H -2.212 -0.181 1.339
C 1.449 0.470 0.033
C -1.111 1.978 -0.102
C 2.290 -0.103 -1.108
H 1.599 1.565 0.013
C 3.777 0.209 -0.941
H 2.210 -1.200 -1.101
H 1.935 0.247 -2.093
C 4.284 -0.359 0.390
H 4.339 -0.222 -1.785
H 3.925 1.298 -0.980
C 3.472 0.312 1.511
H 4.125 -1.442 0.437
H 5.356 -0.171 0.522
C 1.967 -0.012 1.406
H 3.887 0.071 2.515
H 3.622 1.435 1.280
H 1.723 -1.103 1.536
H 1.369 0.457 2.255
C -0.946 -0.574 -1.690
C -2.616 2.011 -0.450
H -1.008 2.218 0.971
C -3.251 3.400 -0.254
H -2.764 1.697 -1.495
H -3.163 1.284 0.163
C -2.439 4.551 -0.859
H -4.260 3.385 -0.685
H -3.369 3.581 0.823
C -0.957 4.452 -0.486
H -2.539 4.541 -1.954
H -2.841 5.510 -0.509
C -0.364 3.083 -0.866
H -0.378 5.262 -0.957
H -0.863 4.568 0.607
H -0.450 2.936 -1.955
H 0.711 3.100 -0.637
C -0.292 -1.947 -1.919
H -2.025 -0.758 -1.503
C -0.965 -2.680 -3.079
H 0.773 -1.823 -2.155
H -0.358 -2.563 -1.014
C -1.040 -1.848 -4.369
H -0.430 -3.620 -3.264
H -1.987 -2.937 -2.766
C -1.611 -0.446 -4.116
H -0.034 -1.752 -4.804
H -1.668 -2.377 -5.097
C -0.865 0.274 -2.977
H -1.573 0.163 -5.029
H -2.671 -0.539 -3.835
H 0.189 0.419 -3.270
H -1.304 1.272 -2.834
C 0.644 -2.469 1.453
C -1.101 -1.948 1.335
H 0.975 -2.845 0.470
C -1.820 -2.516 2.560
H -1.510 -2.443 0.443
C -1.075 -2.205 3.859
H -2.840 -2.110 2.638
H -1.921 -3.599 2.455
C 0.326 -2.833 3.966
H -0.965 -1.119 3.934
H -1.689 -2.477 4.732
C 0.881 -3.364 2.617
H 1.022 -2.087 4.383
H 0.288 -3.659 4.706
H 1.992 -3.484 2.672
H 0.461 -4.387 2.490
I 3.041 4.107 1.079
*
```

Results of the Mulliken charge analysis, in e, for atoms 1 through 5: number 1, Tb, carries -0.405; number 2, Cl, carries -0.568; number 3, P, carries 0.776; number 4, C, carries -1.435; number 5, H, carries 0.119